DFT (wB97M-V/def2-TZVPD) results for the ion C5H6N3O2S with charge -1 in a non-equilibrium geometry.

2S+1 = 1
electronic energy = -24682.52724 eV
F_max = 5.12 eV/A
LUMO level = 3.69 eV
HOMO-LUMO gap = 0.2653 Eh
structure (SMILES) = C[C@]1(O)O[C@]1([S-])n1cncn1
charge = -1
highest occupied orbital energy = -3.526 eV
ΔE to the lowest compared entry with this formula, charge and spin = 2.719 eV

Structure (XYZ):
```
17
Properties=species:S:1:pos:R:3:forces:R:3
C 0.58562 -0.69614 1.30612 -3.9 -1.1 -3.1
C -0.56957 0.34931 1.16604 0.9 0.7 1.3
O -0.57050 1.19103 2.29513 0.2 -1.2 -0.2
O -1.83242 -0.09848 0.82239 -1.2 -0.6 -1.0
C -1.27876 0.94534 -0.04269 2.7 0.2 1.1
S -1.76794 2.56968 0.06280 -1.0 1.0 -0.3
N -0.83993 0.43141 -1.34247 -1.5 -3.2 0.4
C -1.17528 -0.88512 -1.65744 2.1 3.1 -2.1
N -0.80266 -1.08064 -2.92921 -0.5 -0.7 0.7
C -0.28693 0.11540 -3.31635 0.8 -1.0 -1.0
N -0.26335 1.03007 -2.38988 -0.4 1.1 0.9
H 1.15525 -0.51478 0.38248 0.7 -0.5 0.8
H 1.01401 -0.60061 2.25354 1.1 0.2 1.1
H 0.02790 -1.75252 1.20152 1.5 2.2 0.3
H -1.35126 1.74128 2.12146 0.0 0.7 0.0
H -1.46252 -1.52967 -0.87459 -0.7 -0.8 0.2
H 0.22481 0.24164 -4.30893 -0.8 0.0 1.2
```
Positions in Å, forces in eV/Å.

These are the Löwdin partial charges, in e, on atoms 1 to 4: 0.02, -0.59, -0.05, -0.03